(1)
{"formula": "C2H13NO3S", "method": "ωB97M-V with the def2-TZVPD basis set", "homo_ev": -9.0, "smiles": "NCCS.O.O.O", "homo_lumo_gap_ev": 9.742, "charge": 0, "elements": ["C", "C", "S", "N", "H", "H", "H", "H", "H", "H", "H", "H", "H", "O", "H", "H", "O", "H", "H", "O"], "xyz": [[-1.236, -0.368, 1.257], [-2.596, -1.026, 1.110], [-2.492, -2.667, 0.239], [-0.958, 0.067, 2.634], [-1.188, 0.447, 0.528], [-0.504, -1.121, 0.956], [-3.270, -0.473, 0.468], [-3.014, -1.260, 2.077], [-3.516, -3.192, 0.919], [-1.759, 0.571, 2.985], [-0.144, 0.659, 2.621], [3.843, 4.299, -5.212], [2.490, 4.954, -4.723], [3.412, 4.762, -4.490], [-0.661, -1.633, 3.543], [-1.529, -2.817, 4.004], [-0.719, -2.608, 3.524], [5.802, 2.770, -2.923], [5.241, 4.114, -3.555], [5.847, 3.373, -3.665]], "atomic_forces_ev_per_a": [[0.14, -0.29, -0.50], [-0.08, -0.94, -0.57], [0.05, 0.28, 0.30], [-0.25, -0.44, -0.51], [0.17, 0.11, 0.10], [0.26, 0.23, 0.23], [-0.17, 0.46, 0.44], [-0.25, 0.21, 0.22], [0.00, -0.15, -0.11], [0.09, 0.36, 0.14], [0.08, 0.34, 0.25], [-0.30, -0.08, -0.24], [0.58, -0.23, -0.14], [-0.25, 0.30, 0.36], [-0.15, -0.15, -0.22], [0.21, 0.00, -0.07], [-0.09, -0.02, 0.29], [-0.34, 0.25, 0.21], [-0.15, -0.30, 0.49], [0.46, 0.06, -0.66]]}

(2)
{"formula": "C2H13NO3S2", "method": "ωB97M-V with the def2-TZVPD basis set", "homo_ev": [-3.9, -3.9], "homo_lumo_gap_ev": [6.812, 4.621], "charge": -1, "multiplicity": 2, "elements": ["N", "C", "C", "S", "S", "H", "H", "H", "H", "H", "H", "H", "H", "H", "O", "H", "H", "O", "H", "H", "O"], "xyz": [[0.070, 2.033, -1.103], [0.837, 0.737, -0.664], [0.360, 0.328, 0.739], [1.409, -1.091, 1.267], [-2.621, 0.210, -1.040], [-0.870, 1.668, -1.286], [0.364, 2.298, -2.038], [1.919, 1.001, -0.671], [0.666, -0.086, -1.415], [-0.640, -0.143, 0.730], [0.469, 1.187, 1.449], [-3.407, -0.626, -1.755], [4.631, -0.004, -0.624], [3.122, -0.771, -0.283], [3.695, -0.377, -1.008], [-2.702, 0.504, 2.890], [-2.724, 0.230, 1.347], [-2.132, 0.288, 2.147], [-1.405, -2.174, -0.148], [-0.048, -2.486, 0.798], [-0.995, -2.725, 0.666]], "atomic_forces_ev_per_a": [[0.54, -1.92, 0.65], [-0.61, 1.78, -1.24], [1.35, -0.31, -0.66], [-0.03, 0.94, 0.36], [-0.38, -0.55, -0.08], [-0.11, 0.29, 0.18], [0.44, -0.11, 0.03], [-0.88, -0.27, 0.10], [0.13, 0.62, 0.87], [0.34, 0.67, 0.13], [-0.44, -0.94, -0.40], [0.12, 0.19, 0.16], [-3.89, -1.68, -0.99], [1.13, 0.67, -0.67], [3.03, 0.86, 1.56], [-0.08, -0.04, -0.11], [0.62, 0.01, 0.45], [-0.82, 0.08, -0.16], [1.58, -1.26, 2.65], [-1.09, -0.17, -0.55], [-0.96, 1.15, -2.27]]}

Here are the calculated relative energy (zero: lowest compared OMol25 entry of this formula, charge and spin) numbers, same order: 12.9; 0.7 (kcal per mole).